No. 1
Below is a single C4H6N2O molecule, with properties calculated with ωB97M-V/def2-TZVPD.

Each line ends with the natural charge from an NBO analysis.
Geometry (Å):
C -0.60276 0.13693 1.02760  -0.14
C -0.49734 -1.15697 1.44528  -0.33
C -0.19156 0.88330 -0.13618  -0.07
C 0.40261 -2.17462 0.77921  0.40
N 0.28115 0.61239 -1.28460  -0.13
N 0.40559 1.56312 -2.16342  -0.58
O 1.13145 -2.01885 -0.16702  -0.50
H -1.38492 0.74142 1.57773  0.21
H -1.01690 -1.40532 2.35509  0.21
H -0.32287 1.95865 0.06913  0.13
H 0.32331 -3.12371 1.34752  0.09
H 0.98305 1.47830 -2.97829  0.37
H 0.48917 2.50537 -1.87205  0.33

## Properties
LUMO energy ... -0.20 eV
Orbital gap ... 0.3076 Ha
SMILES ... N/N=C/C=C\C=O
HOMO energy ... -0.3148 Eh
Energy above the lowest of the compared OMol25 structures with the same formula, charge and spin ... 334.1 kJ/mol
Total charge ... 0
Largest force on an atom ... 2.54 eV/Å
E ... -9270.0390 eV

***

No. 2
Below is a molecular structure, C32H41Cl12F3O2, with properties calculated with ωB97M-V/def2-TZVPD.

Each line ends with the Löwdin charge.
Geometry (Å):
C -6.39452 3.15612 3.34507  -0.17
C -4.81986 2.64790 3.09806  -0.35
C -3.92313 4.03887 3.06711  -0.12
C -4.35924 1.80725 4.41474  -0.21
C -4.05395 0.22298 4.21122  -0.18
C -3.44243 -0.23445 2.77215  -0.08
C -4.39712 -1.25358 1.85231  -0.01
C -3.90607 -1.84708 0.39773  -0.04
C -2.41531 -1.44578 -0.24284  0.02
C -1.45910 -0.43331 0.65939  0.00
C -1.98516 0.15151 2.13503  0.01
C -0.96127 1.14438 2.93771  -0.19
O -1.26250 2.28626 3.55738  -0.03
C 0.64976 0.69466 2.91891  -0.01
C 1.59400 0.82445 4.25253  0.07
C 3.16644 0.36419 4.13618  -0.03
C 4.08016 0.45802 5.50255  -0.22
F 3.19526 0.91196 6.62705  -0.01
F 4.59183 -0.91523 5.76748  0.01
F 5.15836 1.48437 5.38744  0.00
C 3.69792 -0.15955 2.66278  -0.04
C 2.75654 -0.28759 1.30952  0.02
C 1.17580 0.13041 1.43474  0.00
C 0.07721 0.02052 0.17806  -0.19
O 0.38254 0.27902 -1.10073  -0.12
H -7.05363 2.28029 3.76781  0.08
H -6.82972 3.61247 2.33080  0.04
H -6.32886 3.98500 4.17151  0.08
H -4.84076 2.06480 2.08741  0.13
H -3.15844 4.09560 2.17884  0.08
H -3.37418 4.25781 4.10442  0.09
H -4.66957 4.96016 2.92975  0.08
H -3.43077 2.27324 5.00319  0.11
H -5.26116 1.88216 5.19429  0.12
H -3.28738 -0.10579 5.05871  0.13
H -5.04200 -0.39953 4.42253  0.12
H -5.46080 -1.61643 2.25493  0.10
H -4.57365 -2.58951 -0.21966  0.08
H -2.06544 -1.90068 -1.26256  0.02
H 1.06691 1.22086 5.23869  0.12
H 4.84434 -0.47314 2.60967  -0.09
H 3.20507 -0.68650 0.29225  0.09
Cl 6.02208 -1.07063 1.42809  0.71
C 7.39538 -2.20494 1.43128  -0.57
C 7.41094 -3.09086 0.19578  -0.70
Cl 6.06444 -4.25664 0.18691  0.52
H 7.34519 -2.79650 2.35089  0.08
H 8.30587 -1.59929 1.46599  0.07
H 8.33549 -3.67534 0.16903  0.08
H 7.35514 -2.50045 -0.72452  -0.02
Cl 5.03987 -1.75031 -2.21304  0.55
C 6.01341 -2.05904 -3.67233  -0.65
C 6.14062 -3.54376 -3.97393  -0.63
Cl 7.13897 -4.39217 -2.76740  0.57
H 6.99284 -1.59070 -3.53259  0.05
H 5.50987 -1.55304 -4.50144  0.07
H 6.62740 -3.68581 -4.94346  0.07
H 5.16199 -4.03327 -4.00980  0.07
Cl -2.70934 -3.51521 -3.75229  0.55
C -1.15921 -3.38623 -4.62009  -0.72
C 0.03077 -3.39492 -3.67382  -0.63
Cl 0.11854 -1.91302 -2.68973  0.64
H -1.18466 -2.47594 -5.22742  0.04
H -1.10282 -4.24451 -5.29625  0.01
H 0.96115 -3.44950 -4.24700  0.07
H -0.00073 -4.25265 -2.99416  0.07
Cl -3.70062 -1.06461 -7.12290  0.55
C -2.72708 -1.37334 -8.58219  -0.66
C -2.59987 -2.85807 -8.88378  -0.64
Cl -1.60152 -3.70648 -7.67726  0.61
H -1.74765 -0.90501 -8.44245  0.07
H -3.23062 -0.86734 -9.41130  0.07
H -2.11309 -3.00011 -9.85332  0.07
H -3.57850 -3.34758 -8.91966  0.07
Cl -9.27984 4.76996 2.75977  0.57
C -9.63406 5.11325 1.04825  -0.65
C -10.05113 3.86508 0.28688  -0.66
Cl -8.70351 2.71807 0.08571  0.54
H -8.74819 5.57878 0.60478  0.07
H -10.44627 5.84615 1.03412  0.07
H -10.38723 4.13755 -0.71807  0.07
H -10.87085 3.34134 0.78926  0.07
Cl 9.58744 3.33030 -1.29098  0.54
C 8.16405 2.65197 -0.46244  -0.66
C 8.37901 1.20661 -0.04257  -0.66
Cl 8.46064 0.10522 -1.43987  0.57
H 7.30212 2.75409 -1.12937  0.07
H 7.98612 3.27309 0.42049  0.08
H 7.54157 0.87079 0.57633  0.02
H 9.29976 1.08793 0.53774  0.07

## Properties
LUMO energy ... -1.48 eV
Orbital gap ... 0.2636 Ha
HOMO energy ... -0.3180 Eh
Energy above the lowest of the compared OMol25 structures with the same formula, charge and spin ... 2119.0 kJ/mol
Total charge ... 0
Largest force on an atom ... 8.50 eV/Å
E ... -196345.2728 eV

***

No. 3
Below is a molecular structure, C33H37N5OSTeTi, with properties calculated with ωB97M-V/def2-TZVPD.

Each line ends with the Löwdin spin population.
Geometry (Å):
Ti 2.37355 -0.36566 2.60818  0.00
C 1.28385 -3.00486 6.01902  0.00
C 1.43908 -1.88835 5.04673  0.00
N 2.53448 -1.60138 4.43607  0.00
N 3.68337 -2.29757 4.64961  0.00
C 4.81909 -1.79809 4.10864  0.00
N 5.96268 -2.36864 4.41475  0.00
S 4.77268 -0.45714 3.04811  0.00
C 0.33164 -0.96550 4.70373  0.00
C -0.93277 -1.03879 5.25395  0.00
C -1.86812 -0.05089 4.95447  0.00
C -1.51269 0.98846 4.11919  0.00
C -0.24015 0.98554 3.57385  0.00
N 0.65714 0.03449 3.84881  0.00
H 2.17495 -3.13121 6.63518  0.00
H 1.09841 -3.93934 5.48062  0.00
H 0.45655 -2.83751 6.70118  0.00
H 3.69210 -3.07737 5.29413  0.00
H 6.04636 -3.12368 5.08108  0.00
H 6.81607 -2.03344 3.99022  0.00
H -1.19850 -1.84158 5.92567  0.00
H -2.85632 -0.09413 5.39338  0.00
H -2.19527 1.79481 3.89093  0.00
H 0.07836 1.77911 2.90712  0.00
C -6.89777 0.00534 -1.79415  0.02
C -5.45418 0.17280 -1.45080  0.09
C -4.77184 -0.79057 -0.70238  0.01
C -3.43942 -0.64841 -0.38052  0.05
C -2.75411 -1.73338 0.40836  0.01
C -2.75528 0.50612 -0.84313  0.09
Te -0.74098 0.56555 -0.43625  0.49
N 2.06979 -1.72749 1.56929  0.00
C 2.42479 -0.95961 0.51975  0.00
O 2.74224 0.29653 0.85003  0.00
C 2.45009 -1.38357 -0.85430  0.01
C 2.83511 -0.48322 -1.85643  0.00
C 2.86869 -0.91292 -3.16846  0.00
C 2.52338 -2.22560 -3.47660  0.00
C 2.13887 -3.12240 -2.48100  0.00
C 2.10262 -2.70659 -1.16644  0.00
C 0.09019 1.57969 -2.06246  0.04
C 0.80501 2.76220 -1.85238  0.02
C 0.97530 3.40882 -0.50462  0.02
C 1.34205 3.39605 -2.96696  0.00
C 1.18094 2.88874 -4.25019  0.02
C 1.74567 3.59770 -5.44414  0.00
C 0.47971 1.69055 -4.40988  0.00
C -0.07289 1.01243 -3.33840  0.01
C -0.80552 -0.28218 -3.57307  0.01
C -3.43021 1.52410 -1.56942  0.04
C -2.79001 2.81485 -2.00172  0.00
C -4.76487 1.32216 -1.85223  0.01
H -7.27112 -0.97803 -1.51933  0.00
H -7.05792 0.15797 -2.86239  0.00
H -7.49564 0.75839 -1.27523  0.01
H -5.30428 -1.67542 -0.37530  0.00
H -3.48939 -2.42387 0.81590  0.00
H -2.18131 -1.33289 1.25075  0.00
H -2.07053 -2.31298 -0.21636  0.00
H 3.11191 0.53036 -1.59801  0.00
H 3.17366 -0.23374 -3.95262  0.00
H 2.56307 -2.55968 -4.50550  0.00
H 1.88506 -4.14139 -2.73829  0.00
H 1.82101 -3.38707 -0.37355  0.00
H 0.88362 2.69541 0.31913  0.02
H 0.22687 4.18962 -0.35008  0.00
H 1.95504 3.87722 -0.42450  0.00
H 1.89392 4.31851 -2.82752  0.00
H 2.29248 4.49355 -5.15924  0.00
H 0.94592 3.88774 -6.12724  0.00
H 2.41960 2.94397 -5.99945  0.00
H 0.36851 1.27391 -5.40483  0.00
H -0.58956 -0.66656 -4.56796  0.00
H -1.88786 -0.15352 -3.49870  0.00
H -0.50914 -1.05484 -2.85648  0.01
H -2.10232 3.20532 -1.25126  0.00
H -3.55768 3.56697 -2.17074  0.00
H -2.23376 2.69565 -2.93305  0.00
H -5.30405 2.09042 -2.39422  0.00

## Properties
LUMO energy (alpha / beta) ... -9.51 / -10.18 eV
<S²> ... 0.764
Orbital gap (alpha / beta) ... 0.2218 / 0.2027 Ha
2S+1 ... 2
HOMO energy (alpha / beta) ... -0.5713 / -0.5767 Eh
Energy above the lowest of the compared OMol25 structures with the same formula, charge and spin ... 36.4 kJ/mol
Total charge ... +3
Largest force on an atom ... 0.62 eV/Å
E ... -85540.6468 eV